[1]
DFT (the ωB97M-V functional and the def2-TZVPD basis) results for the ion C5H10NOS with charge -1 in a non-equilibrium geometry.

Properties
* net charge: -1
* orbital gap: 6.74 eV
* SMILES: CCN[C@H](C=O)C[S-]
* E_tot: -724.6510 Ha
* relative energy (zero: lowest compared OMol25 entry of this formula, charge and spin): 2.787 eV
* E_LUMO: 3.83 eV

```
18
C5H10NOS | the Open Molecules 2025 dataset | the ωB97M-V functional and the def2-TZVPD basis
S 1.102 2.616 0.939
O -0.385 -1.574 1.462
N 0.307 0.400 -1.024
C -0.092 -0.402 1.237
C -1.104 0.170 -0.771
C 1.018 -0.070 0.222
C -1.650 -1.199 -1.160
C 1.976 1.038 0.628
H 2.701 1.158 -0.177
H -2.266 -1.139 -2.055
H 2.502 0.780 1.550
H -1.220 0.033 0.440
H -1.681 1.055 -1.026
H -2.165 -1.646 -0.306
H -0.039 0.244 2.133
H 0.295 1.406 -0.752
H 1.494 -1.028 0.015
H -0.793 -1.843 -1.354
```

Results of the Mulliken charge analysis, in e, for atoms 1 through 2:
1 S -0.63
2 O -0.62

---

[2]
DFT (the ωB97M-V functional and the def2-TZVPD basis) results for the ion C5H10NOS with charge -1 in a non-equilibrium geometry.

Properties
* net charge: -1
* orbital gap: 5.72 eV
* SMILES: CC(=O)N[C@@H](C)C[S-]
* E_tot: -724.7138 Ha
* relative energy (zero: lowest compared OMol25 entry of this formula, charge and spin): 1.077 eV
* E_LUMO: 3.21 eV

```
18
C5H10NOS | the Open Molecules 2025 dataset | the ωB97M-V functional and the def2-TZVPD basis
S -1.312 2.497 2.394
O 0.566 0.072 -2.452
N 0.294 -0.362 -0.127
C 2.024 -1.488 -1.446
C 0.932 -0.512 -1.387
C -0.242 1.118 1.717
C -0.603 0.689 0.305
C -2.149 0.208 0.147
H 0.682 -0.933 0.593
H -0.308 0.274 2.432
H -2.750 1.105 -0.111
H 0.804 1.578 1.782
H -2.442 -0.077 1.147
H 2.864 -0.938 -0.770
H -2.216 -0.582 -0.583
H -0.432 1.586 -0.375
H 1.854 -2.553 -0.935
H 2.435 -1.681 -2.330
```

Results of the Mulliken charge analysis, in e, for atoms 1 through 2:
1 S -0.65
2 O -0.67

---

[3]
DFT (the ωB97M-V functional and the def2-TZVPD basis) results for a cluster of 2 separate species, C5H10NP in total in a non-equilibrium geometry.

Properties
* net charge: 0
* orbital gap: 9.23 eV
* SMILES: C/C=P/C.CC#N
* E_tot: -592.5275 Ha
* relative energy (zero: lowest compared OMol25 entry of this formula, charge and spin): 1.415 eV
* E_LUMO: 0.47 eV

```
17
C5H10NP | the Open Molecules 2025 dataset | the ωB97M-V functional and the def2-TZVPD basis
P -1.179 -0.769 1.035
N 1.610 1.437 -2.299
C -1.131 0.897 0.914
C -1.173 -1.065 2.957
C -0.985 1.470 -0.457
C 2.173 -1.054 -2.258
C 1.731 0.291 -2.183
H 1.413 -1.667 -1.817
H -1.737 -2.000 3.093
H -0.254 -0.996 3.593
H -1.982 -0.231 3.112
H 2.165 -1.444 -3.325
H -0.472 2.520 -0.384
H -0.332 0.854 -1.037
H -0.970 1.514 1.788
H -2.026 1.479 -0.841
H 3.147 -1.235 -1.892
```

Results of the Mulliken charge analysis, in e, for atoms 1 through 2:
1 P -0.10
2 N -0.40

---

Number 1: E_HOMO -2.912 eV. Number 2: E_HOMO -2.511 eV. Number 3: E_HOMO -8.761 eV.